# 1
66
Properties=species:S:1:pos:R:3:forces:R:3 method="wB97M-V/def2-TZVPD" total_charge=0 e_homo_ev=-8.5 smiles="Cc1nn(C(C)C)c(C)c1CN1CCC(C(=O)Nc2cccc(-c3cccc(F)c3)c2)CC1" homo_lumo_gap_ev=9.11 energy_ha=-1442.8298
C -5.4174 -0.7263 -2.7787 0.015 -0.086 0.065
C -4.9140 -1.7192 -1.7909 0.157 -0.208 0.348
N -4.9057 -3.0137 -2.0546 -0.300 0.029 -0.748
N -4.4023 -3.6287 -0.9791 -0.048 0.509 0.152
C -4.0777 -2.7418 -0.0089 -0.046 0.333 -0.064
C -4.4018 -1.4869 -0.4997 -0.060 -0.221 -0.041
C -4.2382 -0.1816 0.2075 -0.022 -0.172 0.059
N -2.8743 -0.0096 0.6867 -0.018 0.223 -0.051
C -2.7378 1.1240 1.5782 0.118 -0.008 0.213
C -1.3454 1.1380 2.1990 -0.054 0.201 -0.152
H -1.2506 1.9897 2.8750 0.010 -0.018 0.057
H -1.1915 0.2261 2.7762 0.002 0.033 0.044
C -0.2772 1.2088 1.1096 -0.024 -0.365 0.307
C 1.1167 1.0810 1.7116 -0.374 0.304 -0.330
O 1.3435 0.4438 2.7144 0.056 -0.177 0.238
N 2.0681 1.7283 0.9758 0.040 0.254 -0.378
C 3.4471 1.8118 1.1924 0.323 -0.039 0.168
C 4.0877 1.1717 2.2493 -0.139 -0.113 0.123
C 5.4569 1.3036 2.3947 0.047 0.054 -0.120
C 6.1991 2.0585 1.5059 0.030 0.035 -0.044
C 5.5690 2.7076 0.4464 -0.212 -0.203 0.224
C 4.1937 2.5769 0.3007 0.065 -0.052 0.085
H 3.6986 3.0602 -0.5309 -0.051 0.054 -0.100
C 6.3426 3.5231 -0.5026 0.218 0.199 -0.249
C 5.8494 4.7487 -0.9420 0.063 0.078 -0.091
C 6.5957 5.4981 -1.8292 0.049 -0.085 -0.035
C 7.8220 5.0735 -2.3059 -0.141 0.161 -0.004
C 8.3068 3.8529 -1.8674 -0.019 0.043 0.019
C 7.5789 3.0870 -0.9754 -0.047 -0.067 0.079
H 7.9607 2.1301 -0.6535 0.024 -0.094 0.028
H 9.2603 3.4980 -2.2284 0.073 -0.031 -0.037
H 8.3736 5.6882 -2.9990 0.034 0.081 -0.069
F 6.1080 6.6885 -2.2433 0.056 -0.116 0.050
H 4.9069 5.1315 -0.5825 -0.090 0.065 0.036
H 7.2641 2.1681 1.6429 0.105 0.022 0.008
H 5.9494 0.8091 3.2185 0.029 -0.038 0.078
H 3.5133 0.5828 2.9434 -0.017 -0.012 0.010
H 1.7480 2.2255 0.1557 -0.068 -0.120 0.204
C -0.5016 0.0466 0.1342 -0.156 0.232 -0.200
C -1.9271 0.0868 -0.4052 0.249 -0.231 -0.034
H -2.0772 1.0183 -0.9865 -0.037 -0.038 0.003
H -2.0921 -0.7600 -1.0754 0.014 0.098 -0.024
H -0.3500 -0.8929 0.6673 0.052 -0.053 0.001
H 0.2086 0.0937 -0.6946 0.026 -0.039 -0.006
H -0.3689 2.1583 0.5691 0.026 -0.022 -0.007
H -2.9164 2.0802 1.0478 -0.059 -0.040 0.021
H -3.4878 1.0346 2.3685 -0.006 0.056 -0.052
H -4.8976 -0.1554 1.0825 0.030 0.140 -0.056
H -4.5396 0.6407 -0.4658 -0.031 -0.003 0.084
C -3.4996 -3.0637 1.3216 -0.088 -0.131 0.059
H -4.2723 -3.4161 2.0057 0.014 -0.079 0.087
H -3.0646 -2.1532 1.7258 0.046 -0.037 0.037
H -2.7243 -3.8226 1.2538 0.065 -0.065 0.083
C -4.2746 -5.0684 -1.0489 0.162 -0.578 0.028
C -4.9538 -5.7660 0.1274 0.017 0.150 -0.225
H -5.0359 -6.8296 -0.0809 0.012 -0.110 0.013
H -5.9536 -5.3650 0.2757 -0.100 0.003 0.040
H -4.3851 -5.6404 1.0438 0.046 -0.007 0.133
C -2.8128 -5.4917 -1.1992 -0.249 0.109 -0.083
H -2.7595 -6.5596 -1.3938 0.044 -0.126 -0.002
H -2.2440 -5.2784 -0.2982 0.076 0.001 0.102
H -2.3561 -4.9625 -2.0319 0.058 0.023 -0.075
H -4.8073 -5.3276 -1.9713 0.098 0.096 0.211
H -6.2761 -0.1891 -2.3775 -0.048 0.083 -0.066
H -4.6417 0.0000 -3.0203 -0.010 0.091 -0.069
H -5.7150 -1.2442 -3.6857 -0.033 0.022 -0.088

# 2
69
Properties=species:S:1:pos:R:3:forces:R:3 method="wB97M-V/def2-TZVPD" total_charge=0 e_homo_ev=-8.1 smiles="CC(C)(C)NC(=O)c1ccc2c(c1)N(CC(=O)N1CCN(c3ccccc3F)CC1)C(=O)C(C)(C)O2" homo_lumo_gap_ev=8.72 energy_ha=-1668.5873
C 1.0725 -3.1597 5.5951 0.026 -0.077 -0.155
H 0.0706 -3.2245 6.0139 -0.100 -0.022 0.070
H 1.7971 -3.2605 6.3984 0.094 -0.027 0.123
H 1.1932 -2.1863 5.1293 0.017 0.081 0.034
C 1.2846 -4.2581 4.5502 0.265 0.144 0.198
N 0.2986 -4.1027 3.4809 -0.135 -0.344 0.130
C 0.1620 -3.0128 2.6952 -0.152 -0.172 -0.067
O 0.8721 -2.0248 2.7799 0.152 0.181 0.007
C -0.9231 -3.1009 1.6703 -0.206 0.137 -0.315
C -2.0118 -3.9632 1.7393 0.160 0.108 -0.006
C -2.9690 -3.9476 0.7423 -0.048 0.136 -0.251
C -2.8520 -3.0845 -0.3385 0.217 0.017 0.419
C -1.7525 -2.2191 -0.4264 -0.321 -0.397 0.149
C -0.8126 -2.2299 0.5897 -0.086 -0.098 0.106
H 0.0319 -1.5605 0.5911 0.088 0.070 -0.016
N -1.6199 -1.4272 -1.5704 0.445 0.066 -0.039
C -2.6292 -1.2954 -2.4750 -0.084 -0.279 -0.217
O -2.4974 -0.6623 -3.5022 -0.163 0.124 -0.018
C -3.9606 -1.9309 -2.0734 -0.564 0.539 -0.370
C -4.6910 -0.8639 -1.2423 0.157 -0.247 0.012
H -4.9322 -0.0135 -1.8736 0.000 0.095 -0.047
H -5.6085 -1.2850 -0.8369 -0.080 -0.064 -0.021
H -4.0622 -0.5199 -0.4224 0.023 0.069 0.062
C -4.7616 -2.3189 -3.3119 0.307 0.047 0.266
H -4.2880 -3.1653 -3.8033 0.029 -0.054 -0.076
H -4.7879 -1.4805 -4.0010 -0.035 0.025 -0.024
H -5.7722 -2.5966 -3.0271 -0.093 -0.030 0.068
O -3.7990 -3.1233 -1.3064 0.213 -0.180 -0.059
C -0.4735 -0.5568 -1.7028 -0.266 0.010 -0.026
H -0.5035 -0.1567 -2.7214 0.133 -0.082 0.172
H 0.4434 -1.1284 -1.5492 -0.022 0.089 -0.033
C -0.6271 0.5898 -0.6926 0.051 -0.179 -0.145
O -1.6922 0.7783 -0.1368 -0.223 -0.008 -0.018
N 0.4654 1.3373 -0.4438 0.154 0.211 0.237
C 1.7218 1.3224 -1.1524 0.196 0.110 -0.353
H 1.7551 0.5169 -1.8820 -0.010 -0.032 0.032
C 1.9419 2.6622 -1.8737 0.202 -0.414 0.042
N 1.8709 3.7293 -0.9039 -0.101 -0.300 -0.055
C 2.6296 4.8813 -1.0131 0.321 0.339 -0.143
C 3.2368 5.3232 -2.1945 -0.033 0.052 -0.001
C 4.0386 6.4456 -2.2470 -0.028 -0.056 0.036
C 4.2507 7.1955 -1.1053 0.007 -0.020 -0.041
C 3.6547 6.7967 0.0798 -0.011 0.099 0.045
C 2.8703 5.6632 0.1248 0.005 0.010 -0.141
H 2.4418 5.3552 1.0660 -0.024 -0.081 0.084
H 3.8124 7.3676 0.9823 0.011 0.039 0.085
H 4.8694 8.0776 -1.1427 0.065 0.083 -0.010
H 4.4710 6.7259 -3.1949 0.028 -0.001 -0.109
F 3.0356 4.6595 -3.3662 -0.061 0.060 0.193
C 0.5920 3.7537 -0.2260 -0.130 -0.125 0.230
H 0.5513 4.5838 0.4766 -0.011 -0.036 -0.035
C 0.3811 2.4292 0.5058 -0.347 0.314 0.123
H -0.6040 2.3942 0.9722 0.147 0.009 -0.024
H 1.1553 2.2921 1.2675 -0.024 0.045 -0.023
H -0.2198 3.8821 -0.9603 -0.005 0.033 0.079
H 2.9285 2.6424 -2.3341 -0.099 0.016 0.004
H 1.1828 2.7780 -2.6625 0.069 -0.027 -0.006
H 2.5267 1.1767 -0.4218 -0.006 -0.031 -0.121
H -3.8269 -4.5997 0.7826 -0.118 -0.055 0.000
H -2.1554 -4.6252 2.5802 -0.009 -0.053 0.083
H -0.2807 -4.9025 3.2890 0.024 0.083 -0.086
C 2.6956 -4.1654 3.9619 -0.174 0.046 0.035
H 3.4383 -4.2813 4.7463 0.108 -0.037 0.113
H 2.8470 -4.9427 3.2158 0.030 -0.099 -0.060
H 2.8281 -3.1964 3.4897 0.070 0.045 -0.028
C 1.0624 -5.6341 5.1767 -0.016 0.246 -0.155
H 0.0564 -5.7117 5.5848 -0.118 -0.025 0.066
H 1.7713 -5.7928 5.9846 0.066 -0.011 0.066
H 1.2046 -6.4207 4.4378 0.024 -0.113 -0.076

# 3
70
Properties=species:S:1:pos:R:3:forces:R:3 method="wB97M-V/def2-TZVPD" total_charge=-2 spin_multiplicity=5 e_homo_ev="2.2 / -3.0" homo_lumo_gap_ev="1.41 / 6.40" energy_ha=-1949.9855
C -3.3383 0.4389 -4.7396 3.026 -0.516 -0.103
I -5.2567 0.9640 -4.3305 -1.424 0.275 0.427
H -3.1113 0.7638 -5.7799 0.020 -0.273 0.856
H -2.5993 0.9040 -4.0102 -0.990 -0.305 -0.944
H -3.1304 -0.6546 -4.6536 -0.523 0.823 -0.194
C -2.8824 -2.7241 0.6576 0.348 -0.254 -0.617
C -2.9977 -3.4214 -0.4974 0.097 0.181 0.738
N -2.4480 -2.6380 -1.4891 -0.482 0.385 0.455
C -2.0249 -1.4275 -1.0052 -1.092 -1.290 1.804
N -2.2382 -1.5438 0.3469 -0.776 -0.629 -0.772
H -3.1474 -3.0106 1.6569 0.028 0.114 0.132
H -3.3808 -4.4232 -0.6193 0.058 0.176 -0.328
C -1.1904 3.9199 -0.8324 -1.343 0.423 1.271
C -0.9866 1.8516 -1.7394 0.657 1.387 -0.114
N -1.6971 2.6358 -0.8466 0.851 -0.320 -1.037
H 0.4528 4.8197 -1.9617 -0.386 -0.457 0.056
N -0.0619 2.7297 -2.2591 -0.744 0.439 0.368
H -1.5715 4.6895 -0.1621 0.041 -0.398 -0.295
Ir -0.8327 -0.1303 -1.9943 1.651 -1.447 -0.088
C 0.6570 -0.8633 -3.0584 2.326 0.489 -3.827
O 1.5130 -1.2960 -3.7720 -2.996 1.056 2.838
C -0.2088 3.9871 -1.7117 1.412 0.424 -0.803
C 0.9378 2.4749 -3.2610 0.413 -0.162 -0.372
H 1.7117 3.2470 -3.1563 -0.151 -0.246 -0.046
H 0.5247 2.5280 -4.2812 0.046 -0.113 0.361
H 1.3712 1.4890 -3.0838 -0.028 0.234 -0.115
C -2.7532 2.2285 0.0461 -0.318 0.065 0.539
H -3.5261 3.0105 0.0725 0.155 -0.308 -0.201
H -2.3431 2.1490 1.0649 -0.194 -0.218 -0.302
H -3.1909 1.2813 -0.2866 0.184 0.245 0.085
C -1.8212 -0.6443 1.3838 0.226 0.613 0.343
H -2.6864 -0.1133 1.8072 0.292 -0.063 -0.070
H -1.0896 0.0637 0.9758 -0.155 -0.153 0.149
H -1.3569 -1.2316 2.1860 -0.023 0.188 -0.191
C -2.3001 -3.0830 -2.8465 0.157 0.062 -0.581
H -3.0625 -2.6353 -3.5020 0.216 -0.179 0.182
H -2.3927 -4.1768 -2.8566 0.048 0.328 -0.110
H -1.2986 -2.7838 -3.1900 -0.363 -0.234 -0.037
C -0.4328 0.0905 4.7661 0.020 0.200 0.127
C 0.1826 0.8338 3.6023 -0.126 -0.010 -0.272
C -0.3148 2.0993 3.2803 -0.080 0.359 -0.058
C 0.2362 2.8467 2.2360 -0.074 -0.185 0.309
C 1.3022 2.3354 1.5261 0.144 -0.129 -0.023
C 1.8292 1.0733 1.8393 -0.376 0.005 0.204
N 3.0101 0.7292 1.1913 0.895 0.308 -0.142
C 3.5343 -0.5338 0.8600 0.112 -0.726 -0.119
C 4.8388 -0.8417 1.2646 -0.108 -0.343 0.141
C 5.3109 -2.1496 1.1355 0.039 -0.107 -0.155
C 4.5416 -3.1580 0.5267 0.022 0.252 0.195
C 3.2937 -2.8272 0.0130 0.554 0.116 0.199
C 2.8133 -1.5314 0.1681 -0.078 0.585 0.095
C 1.5171 -1.2143 -0.5039 -0.849 0.036 -0.265
O 0.8546 -2.1911 -0.9580 0.518 1.069 0.544
O 1.2226 0.0317 -0.6221 -0.722 -1.541 -0.281
C 1.2322 0.2769 2.8460 0.081 0.671 -0.262
C 1.7398 -1.1025 3.1264 0.009 -0.402 0.284
H -1.0017 -0.7952 4.4442 0.144 0.038 0.082
H 0.3266 -0.2431 5.4865 -0.219 0.022 -0.185
H -1.1288 0.7500 5.2992 0.134 -0.180 -0.114
H -1.1362 2.5196 3.8657 0.271 -0.199 -0.142
H -0.1470 3.8371 1.9930 0.012 -0.199 0.068
H 1.7617 2.8974 0.7111 -0.161 -0.095 0.144
H 3.4969 1.5122 0.7616 -0.314 -0.360 0.197
H 5.4232 -0.0643 1.7725 -0.202 -0.422 -0.141
H 6.2837 -2.3968 1.5588 -0.110 0.039 -0.169
H 4.8885 -4.1927 0.4542 0.086 0.424 0.079
H 2.6689 -3.5412 -0.5234 0.167 0.224 0.215
H 1.5089 -1.7987 2.3061 0.045 0.175 0.236
H 2.8269 -1.1184 3.2730 -0.172 -0.001 -0.074
H 1.2747 -1.5082 4.0285 0.074 0.032 -0.174

# 4
66
Properties=species:S:1:pos:R:3:forces:R:3 method="wB97M-V/def2-TZVPD" total_charge=+4 spin_multiplicity=5 e_homo_ev="-19.4 / -19.7" homo_lumo_gap_ev="6.30 / 5.46" energy_ha=-1702.3088
Ru 0.5077 -0.0771 -0.0069 0.754 0.035 -0.286
C -2.2306 5.2566 -3.3363 -0.014 -0.035 0.041
C -3.1023 4.6691 -2.4137 -0.005 0.050 -0.043
C -2.7344 3.5218 -1.7474 0.044 0.034 -0.003
C -1.4957 2.9268 -2.0684 0.386 0.049 0.274
C -0.6106 3.5214 -2.9960 -0.034 -0.045 -0.038
C -0.9946 4.6760 -3.6371 -0.018 0.022 0.009
P -1.0479 1.4175 -1.3046 -0.636 -0.437 -0.555
C -2.1914 0.8204 -0.0696 0.129 0.115 0.090
C -2.2826 1.5625 1.1273 0.013 -0.018 0.023
C -3.2483 1.2339 2.0633 -0.003 -0.019 0.002
C -4.1155 0.1714 1.8161 0.008 0.003 -0.006
C -4.0163 -0.5773 0.6404 0.005 -0.003 0.009
C -3.0561 -0.2661 -0.3043 0.007 -0.021 -0.013
C -0.6205 0.1015 -2.4411 0.018 0.102 -0.021
C -0.8301 0.0320 -3.8158 -0.004 -0.005 -0.011
C -0.2999 -1.0551 -4.4991 -0.006 0.012 -0.013
C 0.4716 -2.0208 -3.8418 0.022 -0.018 0.043
C 0.7254 -1.9442 -2.4744 -0.014 0.016 -0.104
C 0.1676 -0.8746 -1.7962 -0.185 0.211 0.507
H -2.5144 6.1844 -3.8171 -0.024 -0.032 -0.046
H -4.0703 5.1138 -2.2250 0.026 0.034 0.028
H -3.4055 3.0755 -1.0257 0.004 -0.024 -0.006
H 0.3548 3.0772 -3.2075 -0.005 -0.016 -0.005
H -0.3405 5.1377 -4.3641 0.007 0.023 0.021
H -1.6317 2.4144 1.2983 -0.012 0.012 -0.009
H -3.3480 1.8190 2.9682 0.002 -0.001 0.003
H -4.8902 -0.0647 2.5350 -0.007 0.005 -0.002
H -4.7211 -1.3763 0.4483 0.000 -0.002 0.003
H -3.0065 -0.8182 -1.2354 -0.002 0.011 -0.012
H -1.4078 0.7918 -4.3276 0.010 -0.004 -0.019
H -0.4854 -1.1593 -5.5608 0.006 -0.004 0.000
H 0.8846 -2.8468 -4.4077 -0.016 0.003 -0.019
H 1.3469 -2.6908 -1.9966 0.002 0.003 0.005
C 5.5520 1.6629 -0.3595 0.093 0.007 -0.061
N 4.6050 1.6815 0.7816 -0.057 0.015 0.080
C 5.0956 2.2162 2.0784 0.061 0.038 0.044
C 3.4266 1.2137 0.6750 0.019 0.017 -0.013
N 2.3364 0.7793 0.5846 -0.407 -0.131 0.052
H 6.3667 0.9776 -0.1318 -0.023 -0.011 0.021
H 5.9486 2.6679 -0.4871 -0.038 0.013 -0.004
H 5.0404 1.3499 -1.2649 -0.016 -0.007 0.012
H 5.8678 1.5536 2.4652 -0.008 -0.016 -0.023
H 4.2738 2.2929 2.7844 -0.011 -0.011 -0.012
H 5.5177 3.2027 1.8991 -0.030 0.009 -0.017
C 1.5465 -3.6119 2.6490 0.055 0.003 -0.031
C 1.6678 -2.4766 1.6062 -0.027 -0.041 -0.016
N 0.3267 -1.9026 1.2861 -0.027 0.136 0.121
C -0.2831 -1.3661 2.5413 0.014 -0.099 0.052
C -0.4108 -2.4762 3.6115 -0.020 0.040 0.008
N 0.0997 -3.7523 3.0148 -0.003 -0.012 0.017
C -0.7054 -4.1181 1.8038 -0.028 -0.012 -0.056
C -0.5511 -2.9864 0.7607 -0.006 -0.021 -0.017
H 2.1030 -3.3963 3.5590 -0.014 0.006 0.007
H 1.8864 -4.5689 2.2578 -0.015 -0.005 -0.002
H 2.1051 -2.8542 0.6832 0.011 0.008 -0.001
H 2.3018 -1.6758 1.9806 -0.002 0.004 0.009
H -1.2642 -0.9589 2.2946 0.007 0.005 -0.011
H 0.3484 -0.5586 2.9165 -0.012 0.004 -0.011
H -1.4446 -2.6374 3.9106 -0.001 -0.011 -0.008
H 0.1750 -2.2634 4.5036 0.021 -0.011 -0.013
H 0.0078 -4.4992 3.7092 0.001 -0.002 -0.005
H -1.7386 -4.2539 2.1173 0.003 0.018 0.016
H -0.3332 -5.0708 1.4322 0.010 0.000 0.010
H -1.5183 -2.5510 0.5152 -0.001 0.002 0.009
H -0.1097 -3.3731 -0.1549 -0.004 0.010 -0.003